Molecular formula: C5H11BrN2
Method: DFT, the ωB97M-V functional and the def2-TZVPD basis

Computed properties:
Total charge: 0
Gap between HOMO and LUMO, eV: 8.1
Highest occupied orbital energy, eV: -8.09
F_max, eV/A: 3.56
ΔE to the lowest compared entry with this formula, charge and spin, kJ/mol: 50.77

```
19
Properties=species:S:1:pos:R:3:forces:R:3:lowdin_charge:R:1
C -0.869 -0.970 -0.420 -2.565 1.631 0.676 0.037
C 1.400 -0.136 -1.114 0.108 0.044 2.191 -0.021
C 1.047 -2.249 0.318 2.497 0.840 -0.530 -0.060
C -0.441 2.555 1.340 1.605 3.015 1.010 -0.028
C 0.481 -1.375 -0.748 0.165 2.089 -1.364 -0.384
N -1.945 -0.531 -0.234 2.497 -1.400 -0.324 -0.193
N -3.121 -0.243 0.088 -0.934 0.887 -0.283 -0.393
Br -3.798 0.947 -1.321 0.183 -0.413 0.479 0.428
H 0.009 2.207 2.256 -0.521 -0.378 0.517 0.018
H 1.598 0.166 -2.129 -0.171 -0.721 -0.566 0.074
H 0.961 0.743 -0.661 -0.128 0.238 0.135 0.043
H 2.353 -0.261 -0.559 -0.311 0.005 -0.612 0.082
H 0.446 -3.115 0.403 0.054 -1.236 0.345 0.078
H 2.146 -2.321 0.081 -1.114 -1.164 -0.202 0.105
H 1.183 -1.737 1.249 -0.830 0.472 0.788 0.083
H 0.315 2.359 0.606 0.276 0.519 -0.687 -0.011
H -1.326 2.151 1.037 -2.347 -1.783 -0.397 -0.043
H -0.710 3.660 1.485 0.948 -1.360 -0.424 0.059
H 0.273 -1.852 -1.677 0.589 -1.285 -0.754 0.127
```
Forces are in eV/Å.

---

Molecular formula: C6H10
Method: DFT, the ωB97M-V functional and the def2-TZVPD basis

Computed properties:
Total charge: 0
Gap between HOMO and LUMO, eV: 11.0
Highest occupied orbital energy, eV: -9.84
F_max, eV/A: 2.66
ΔE to the lowest compared entry with this formula, charge and spin, kJ/mol: 176.80
SMILES: C#CCCCC

```
16
Properties=species:S:1:pos:R:3:forces:R:3:lowdin_charge:R:1
C -2.927 -0.175 -1.169 0.112 0.133 -0.436 0.085
C -1.799 -0.625 -1.086 -1.103 0.559 0.200 -0.164
C -0.445 -1.222 -0.992 -0.879 -1.133 -0.218 -0.241
C 0.682 -0.329 -0.471 0.543 -0.379 -1.060 -0.249
C 0.458 0.207 0.912 -2.264 0.414 1.341 -0.331
C 1.423 1.268 1.337 2.167 1.049 -0.528 -0.152
H -3.933 0.261 -1.374 1.608 -0.730 0.473 0.044
H -0.234 -1.595 -2.020 0.187 0.268 0.634 0.118
H -0.521 -2.155 -0.361 0.045 0.910 -0.473 0.129
H 0.822 0.521 -1.202 0.108 -0.850 0.775 0.134
H 1.572 -1.013 -0.476 -0.386 0.949 -0.125 0.125
H 0.392 -0.585 1.695 0.169 0.191 -0.718 0.120
H -0.567 0.713 0.955 1.034 -0.791 -0.187 0.125
H 2.528 0.920 1.201 -1.810 0.669 0.334 0.102
H 1.286 1.642 2.373 0.057 -0.505 -0.538 0.072
H 1.266 2.166 0.677 0.411 -0.754 0.527 0.082
```
Forces are in eV/Å.

---

Molecular formula: C5H4N
Method: DFT, the ωB97M-V functional and the def2-TZVPD basis

Computed properties:
Total charge: +1
Gap between HOMO and LUMO (alpha / beta), eV: 9.1 / 7.4
Highest occupied orbital energy (alpha / beta), eV: -14.87 / -15.85
F_max, eV/A: 4.31
ΔE to the lowest compared entry with this formula, charge and spin, kJ/mol: 422.42
2S+1: 3
Expectation value of S²: 2.014

```
10
Properties=species:S:1:pos:R:3:forces:R:3:mulliken_spin:R:1
C 1.476 -0.118 -0.245 -2.713 -0.190 -0.853 0.165
C 2.188 0.744 0.475 1.463 1.140 0.429 0.395
C -0.541 -1.319 0.126 -0.056 2.089 0.027 0.027
C 0.736 -1.315 -0.187 1.449 -3.264 0.117 0.961
C -0.815 0.176 0.252 -1.838 2.045 -3.324 0.074
N 0.447 0.816 -0.426 -0.973 0.193 0.704 0.314
H -1.313 -2.088 0.057 0.418 0.137 0.559 0.018
H -1.799 0.535 -0.292 1.973 -0.852 0.607 0.012
H -0.847 0.829 1.123 0.069 -0.929 1.055 0.036
H 0.468 1.740 -0.883 0.209 -0.370 0.679 -0.002
```
Forces are in eV/Å.

---

Molecular formula: C15H14BrCl2N2O2Ti
Method: DFT, the ωB97M-V functional and the def2-TZVPD basis

Computed properties:
Total charge: +1
Gap between HOMO and LUMO, eV: 6.9
Highest occupied orbital energy, eV: -11.90
F_max, eV/A: 2.30
ΔE to the lowest compared entry with this formula, charge and spin, kJ/mol: 156.62

```
37
Properties=species:S:1:pos:R:3:forces:R:3:lowdin_charge:R:1
Ti -1.041 -0.806 -0.627 -0.774 -2.131 -0.375 0.584
Br 6.134 0.515 -1.742 0.164 -0.004 -0.038 0.816
C 4.312 0.617 -1.325 -0.029 0.023 0.016 -0.686
C 3.461 -0.398 -1.728 -0.066 0.020 0.025 -0.087
C 2.117 -0.316 -1.407 0.081 -0.180 -0.173 -0.023
C 1.631 0.771 -0.702 -0.455 0.121 0.170 -0.231
C 2.490 1.781 -0.296 0.103 0.167 0.109 0.004
C 3.835 1.708 -0.609 -0.088 -0.005 0.009 -0.095
N 0.226 0.773 -0.393 1.533 0.312 -0.363 -0.064
C -0.397 1.776 0.052 -0.878 0.589 0.265 -0.018
C -1.863 1.669 0.324 0.884 -0.084 -0.139 -0.210
C -2.586 2.738 0.771 -0.355 0.380 0.163 0.032
C -3.962 2.587 0.962 0.243 0.277 0.047 0.008
C -4.550 1.373 0.693 -0.058 -0.292 -0.073 0.002
C -3.751 0.326 0.254 0.010 0.126 0.112 -0.061
N -2.437 0.467 0.084 -0.848 0.755 0.348 -0.031
H 3.842 -1.242 -2.287 -0.014 0.010 0.011 0.115
H 1.458 -1.107 -1.740 -0.073 -0.032 0.012 0.096
H 2.141 2.624 0.287 0.014 -0.023 0.000 0.116
H 4.513 2.488 -0.292 -0.010 -0.011 0.000 0.113
H 0.090 2.735 0.197 -0.111 0.040 0.114 0.145
H -2.091 3.680 0.964 -0.038 -0.003 0.003 0.135
H -4.554 3.421 1.315 0.014 -0.017 -0.011 0.131
H -5.612 1.220 0.819 0.016 -0.015 -0.005 0.128
H -4.161 -0.650 0.039 -0.035 -0.033 -0.008 0.109
Cl -2.293 -2.748 0.292 -0.003 0.119 -0.323 0.674
C -1.305 -2.797 -1.224 0.249 0.066 0.326 -0.555
Cl -1.178 -0.248 -2.794 0.112 0.194 -0.242 0.187
H -1.971 -2.984 -2.056 -0.024 0.023 -0.062 0.014
H -0.501 -3.519 -1.136 -0.002 -0.060 0.183 0.033
C 1.641 -2.897 2.078 0.001 0.175 0.009 -0.018
O 1.004 -2.298 0.925 -0.225 0.084 -0.148 -0.122
C 0.103 -1.308 1.104 0.903 -0.781 0.162 -0.569
O -0.140 -0.808 2.174 -0.268 0.234 -0.193 0.050
H 2.691 -3.006 1.826 0.019 -0.031 0.029 0.095
H 1.189 -3.871 2.246 -0.004 -0.020 0.021 0.097
H 1.516 -2.264 2.951 0.013 0.007 0.022 0.088
```
Forces are in eV/Å.

---

Which value of ΔE to the lowest compared entry with this formula, charge and spin does entry 2 give?
176.80 kJ/mol